{"formula": "C5H12ClNOS", "method": "ωB97M-V/def2-TZVPD", "relative_energy_ev": 0.000, "smiles": "CC(C)(C)Cl.ONC=S", "homo_ev": -8.612, "symbols": ["C", "C", "C", "C", "Cl", "H", "H", "H", "H", "H", "H", "H", "H", "H", "O", "N", "C", "S", "H", "H", "H"], "xyz": [[-2.868118, 0.394498, 0.050568], [-1.385445, 0.052342, -0.036737], [-1.090962, -0.837651, -1.239124], [-0.884828, -0.578892, 1.257442], [-0.475784, 1.614593, -0.273397], [-3.213464, 0.879530, -0.866861], [-3.444126, -0.526586, 0.197723], [-3.067445, 1.063632, 0.893042], [-0.019713, -1.049796, -1.314295], [-1.626535, -1.788059, -1.128020], [-1.417569, -0.361293, -2.168803], [-1.414709, -1.524016, 1.430248], [0.188016, -0.787592, 1.201656], [-1.066594, 0.080070, 2.108739], [2.868893, 1.976950, 0.081094], [2.469396, 0.670013, 0.018312], [3.327865, -0.329864, -0.071603], [4.969591, -0.124968, -0.119768], [3.851646, 1.900558, 0.040613], [1.464964, 0.579308, 0.047963], [2.834915, -1.302775, -0.108795]], "atomic_forces_ev_per_a": [[-0.026, 0.049, 0.031], [-0.273, -0.260, 0.014], [-0.002, 0.042, -0.036], [-0.042, 0.008, -0.024], [-0.236, 0.112, -0.016], [0.060, -0.077, 0.114], [0.086, 0.110, -0.033], [0.051, -0.096, -0.118], [-0.134, 0.001, -0.023], [0.085, 0.137, 0.002], [0.067, -0.069, 0.156], [0.112, 0.146, -0.050], [-0.134, -0.048, 0.064], [0.034, -0.046, -0.071], [0.206, -0.096, -0.018], [0.366, -0.556, 0.040], [-0.051, 0.368, 0.036], [-0.136, 0.017, 0.002], [-0.080, -0.051, -0.006], [0.013, 0.179, -0.064], [0.033, 0.131, 0.003]]}

{"formula": "C18H28BBrClFN4OP", "method": "ωB97M-V/def2-TZVPD", "relative_energy_ev": 4.028, "charge": 1, "homo_ev": -10.130, "symbols": ["C", "C", "P", "C", "C", "C", "N", "C", "C", "F", "C", "Br", "C", "B", "C", "O", "N", "Cl", "H", "H", "H", "H", "H", "H", "H", "H", "H", "H", "H", "H", "H", "H", "H", "H", "H", "H", "N", "C", "C", "C", "C", "H", "H", "H", "H", "H", "N", "C", "C", "C", "C", "H", "H", "H", "H", "H"], "xyz": [[1.026072, -1.181062, -0.966172], [2.069034, 0.078385, -0.868882], [1.459797, 1.359917, -2.118398], [2.678170, 2.784705, -2.366864], [3.571875, 2.386519, -3.676476], [-0.273053, 1.949183, -1.655789], [-0.781387, 2.744578, -0.573556], [0.035839, 3.335966, 0.520801], [0.018416, 2.361390, 1.824923], [-1.285168, 1.780427, 2.028111], [-2.227344, 2.840082, -0.702437], [-3.571733, 3.731874, 0.417844], [-2.575251, 2.024862, -1.961503], [-4.106589, 1.777355, -2.526308], [-4.941470, 0.586609, -1.758107], [-4.616851, 2.538365, -3.623122], [-1.340716, 1.500155, -2.522062], [-1.124439, 0.524889, -3.906806], [0.405261, -1.291676, -0.009936], [0.263384, -0.947054, -1.804428], [1.562111, -2.133587, -1.288573], [2.009294, 0.419520, 0.231902], [3.136354, -0.253861, -1.106399], [3.429707, 2.916171, -1.501109], [2.167827, 3.805155, -2.548144], [4.191527, 1.432858, -3.461423], [4.242725, 3.241652, -4.017561], [2.804237, 2.059238, -4.475141], [-0.524563, 4.291044, 0.855908], [1.095868, 3.587766, 0.184556], [0.757748, 1.511295, 1.613779], [0.298110, 2.906672, 2.788146], [-4.329868, 0.162033, -0.871944], [-5.162607, -0.310002, -2.436244], [-5.896007, 1.021542, -1.277837], [-5.338364, 2.000060, -4.039036], [-2.281014, -0.545424, 3.448575], [-1.437214, -1.493660, 3.962839], [-2.167272, -2.636671, 4.182963], [-3.499299, -2.370061, 3.781478], [-3.539008, -1.073034, 3.330126], [-2.016683, 0.394099, 3.195834], [-0.393210, -1.273516, 4.128921], [-1.784428, -3.562218, 4.587138], [-4.336426, -3.051515, 3.818016], [-4.352168, -0.481407, 2.937162], [2.602840, -3.886675, 1.345328], [3.653304, -3.008145, 1.304934], [4.762199, -3.692920, 0.871102], [4.365269, -5.032449, 0.635480], [3.027504, -5.121871, 0.933853], [1.664309, -3.659690, 1.632176], [3.521478, -1.974785, 1.589253], [5.749393, -3.275660, 0.737081], [4.989105, -5.841663, 0.285778], [2.343376, -5.955756, 0.890251]], "atomic_forces_ev_per_a": [[-0.326, 0.680, -0.870], [-1.043, -0.662, 1.638], [0.424, -0.253, -0.802], [1.473, 0.945, 0.133], [-1.131, -0.958, 0.234], [-0.901, 0.167, 0.667], [-1.696, -1.606, -2.805], [-1.103, 0.493, 1.798], [0.698, -0.372, -0.611], [1.715, 1.106, -0.636], [0.718, -2.943, -3.933], [1.912, -0.994, -1.253], [1.393, 2.061, 2.201], [-0.879, -0.189, -0.828], [0.435, 0.068, 0.720], [0.815, -2.554, 1.688], [0.018, 3.211, 4.695], [-0.537, 0.674, 0.826], [1.169, -0.038, -1.303], [1.136, -0.504, 1.252], [-0.757, 1.243, 0.780], [0.533, -0.313, -1.747], [-1.516, 0.717, 0.155], [-1.407, -0.150, -1.062], [0.609, -1.742, 0.299], [-0.847, 1.702, -0.233], [-1.001, -1.209, 0.496], [1.465, 0.804, 0.926], [1.043, -1.394, -0.859], [-1.535, -0.534, 0.393], [-1.246, 1.038, 0.537], [-0.388, -0.613, -1.514], [-0.894, 0.682, -1.441], [-0.003, 1.357, 0.858], [1.222, -0.805, -1.014], [0.531, 0.980, 0.580], [-0.027, -0.023, -0.034], [0.022, -0.004, -0.010], [0.261, 0.014, -0.007], [-0.195, 0.120, -0.129], [-0.004, -0.016, 0.019], [-0.088, -0.297, 0.091], [-0.096, -0.042, 0.058], [-0.041, 0.098, -0.023], [0.085, 0.075, 0.004], [0.046, -0.073, 0.079], [-0.016, 0.017, -0.085], [0.006, 0.088, -0.011], [-0.040, 0.268, 0.011], [-0.192, -0.183, -0.031], [0.013, -0.057, -0.001], [0.172, -0.083, -0.018], [0.060, -0.097, 0.029], [-0.093, -0.044, 0.031], [-0.073, 0.080, 0.046], [0.103, 0.062, 0.017]]}

{"formula": "C15H38N6Na3O9Pb", "method": "ωB97M-V/def2-TZVPD", "charge": 3, "homo_ev": -14.607, "symbols": ["Na", "Na", "Na", "Pb", "C", "O", "O", "O", "C", "O", "C", "C", "N", "C", "C", "O", "C", "H", "H", "H", "H", "H", "H", "H", "H", "H", "H", "H", "H", "H", "H", "H", "C", "O", "C", "C", "N", "C", "C", "O", "C", "H", "H", "H", "H", "H", "H", "H", "H", "H", "H", "H", "H", "H", "H", "H", "C", "O", "N", "N", "H", "H", "H", "H", "C", "O", "N", "N", "H", "H", "H", "H"], "xyz": [[-11.975410, -16.157790, -7.292450], [-14.196710, -18.970250, -7.886170], [-14.706650, -12.886090, -6.590830], [-14.253360, -17.507870, -4.363440], [-14.906710, -15.791930, -6.904230], [-14.154290, -15.525270, -5.989700], [-15.223640, -16.989220, -6.856910], [-15.105660, -14.996310, -7.848310], [-18.457320, -18.048830, -7.998540], [-19.651830, -17.339140, -8.451810], [-20.576410, -18.414700, -8.865130], [-21.997990, -17.957050, -9.044890], [-22.575090, -17.107160, -8.007290], [-22.319730, -15.715360, -8.402140], [-22.640120, -14.778530, -7.094810], [-21.854370, -15.062700, -5.976510], [-22.423830, -16.097530, -5.067810], [-17.612990, -17.408430, -7.743410], [-18.007870, -18.873920, -8.551100], [-18.595290, -18.436020, -6.989020], [-20.531220, -19.280560, -8.204580], [-20.234110, -18.877650, -9.790660], [-22.658800, -18.800940, -9.243040], [-22.074670, -17.419820, -9.990200], [-22.054580, -17.186740, -7.145400], [-22.932210, -15.299350, -9.202080], [-21.325880, -15.585840, -8.830610], [-23.674640, -14.810000, -6.752920], [-22.491410, -13.742980, -7.400800], [-21.976640, -17.077930, -5.231990], [-23.510320, -16.184230, -5.056680], [-22.193450, -15.933400, -4.015150], [-12.157830, -12.463520, -8.468310], [-12.773900, -11.765590, -7.379990], [-13.334020, -10.605420, -7.924260], [-13.882020, -9.699290, -6.785780], [-14.995270, -10.341270, -6.111280], [-14.909430, -10.103190, -4.667810], [-13.711400, -10.838610, -3.992140], [-14.007330, -12.233350, -3.966400], [-12.981380, -13.094860, -3.408710], [-12.772450, -12.789960, -9.307230], [-11.709150, -13.353450, -8.026940], [-11.365090, -11.836850, -8.876900], [-14.100800, -10.971990, -8.606730], [-12.592010, -10.038530, -8.486540], [-14.143820, -8.675690, -7.053760], [-13.069220, -9.470670, -6.096430], [-15.771470, -9.779280, -6.430280], [-15.798110, -10.407230, -4.114720], [-14.851630, -9.020800, -4.552990], [-13.740680, -10.621330, -2.924420], [-12.768670, -10.828060, -4.539180], [-12.756370, -13.918300, -4.086510], [-13.276150, -13.562780, -2.469420], [-11.985440, -12.675400, -3.266380], [-14.484540, -16.102550, -11.238690], [-14.134770, -16.239240, -12.396150], [-15.754790, -15.967550, -10.832770], [-13.735450, -15.960170, -10.163890], [-15.903380, -15.962140, -9.833780], [-16.563220, -15.849140, -11.426500], [-14.133160, -15.727810, -9.265040], [-12.761590, -16.209040, -10.262680], [-18.063100, -13.674280, -6.263360], [-17.111500, -13.081240, -5.762020], [-17.950450, -14.730790, -7.060810], [-19.318200, -13.557400, -6.005370], [-17.053450, -14.910750, -7.488730], [-18.629010, -15.477970, -7.023520], [-19.688040, -12.792490, -5.459270], [-20.035980, -14.039340, -6.527510]], "atomic_forces_ev_per_a": [[0.038, 0.928, -0.128], [-0.833, 0.042, -0.688], [-0.732, 0.549, 0.638], [-1.128, 2.109, -1.688], [-0.774, 1.188, -4.101], [5.734, 2.815, 6.955], [-2.292, -6.711, -0.610], [-0.313, -0.349, 0.412], [0.035, 0.948, 1.449], [1.188, -2.650, -0.050], [0.331, -0.213, 0.023], [-0.770, 0.219, -0.690], [1.042, 0.971, -1.171], [-1.387, 1.663, 2.485], [-0.056, -0.615, -1.994], [0.002, -1.558, 1.821], [0.623, 0.439, 0.074], [-0.164, 0.947, -0.833], [-0.767, 0.025, -0.918], [-0.821, -0.522, 0.155], [0.073, 0.338, 0.872], [0.134, 0.427, -0.435], [0.265, -0.487, 0.328], [0.070, 0.267, -0.002], [-0.117, -0.554, 0.188], [-0.694, -0.593, -0.017], [0.576, 0.154, 0.599], [-0.298, -0.415, -0.694], [0.375, 0.113, 0.108], [-0.070, -0.055, -0.518], [-0.014, 0.247, -0.754], [0.432, 0.897, -0.158], [0.832, -0.023, 0.696], [0.477, -1.365, -0.429], [-0.949, 2.033, 0.415], [1.036, -0.276, -0.530], [-0.191, -0.410, 0.154], [0.863, -0.167, 0.563], [-1.118, -0.480, 0.103], [0.289, -2.516, -0.320], [-0.374, 0.369, -0.375], [-0.701, 0.279, 0.170], [0.285, -0.183, 0.070], [0.163, -0.134, -0.054], [-0.449, 0.648, -0.243], [0.146, -0.041, -0.144], [-0.109, -0.117, -0.943], [0.257, -0.541, 0.069], [-0.690, -0.575, 0.060], [-0.158, -0.255, -0.396], [0.450, 0.129, 0.665], [0.842, 1.122, -0.164], [0.197, 1.137, 0.405], [-0.384, -0.255, -0.569], [-0.311, 0.378, 0.185], [-0.209, 0.792, 0.114], [-2.403, 0.266, -3.698], [0.507, -0.173, 1.052], [-2.350, -0.179, 0.642], [4.384, -0.836, 2.964], [-0.510, 0.264, -0.382], [0.471, -0.133, -0.195], [-0.015, 0.403, -0.246], [-0.012, 0.367, -0.173], [1.137, -0.852, 0.668], [0.867, 0.829, -0.319], [2.065, -2.615, -2.240], [-4.148, 2.486, 1.736], [-0.408, -0.058, 0.064], [0.010, 0.305, -0.348], [0.312, -0.111, 0.184], [0.209, -0.079, 0.132]]}

Frontier orbital gap readings, ordered: 9.1 6.4 1.6 eV
Max |F| readings, ordered: 0.67 5.69 9.44 eV/Å